[1]
Density functional theory data (the ωB97M-V functional and the def2-TZVPD basis) for a structure of composition C19H18ClN4O7Pt at a distorted geometry.

## Properties
- Orbital gap (alpha / beta): 6.125 / 6.100 eV
- Spin multiplicity: 1
- HOMO (alpha / beta): -4.1 / -4.0 eV
- Energy above the lowest of the compared OMol25 structures with the same formula, charge and spin: 39.41 kcal per mole
- Net charge: -1
- LUMO level (alpha / beta): 2.1 / 2.1 eV

```
50
Properties=species:S:1:pos:R:3:nbo_charge:R:1
Pt -0.389 2.408 -2.145 0.85
N 2.808 4.978 -2.140 -0.80
C 1.868 4.043 -2.378 0.70
O 0.855 4.004 -1.669 -0.58
C 2.060 3.035 -3.461 -0.53
C 1.288 1.768 -3.053 -0.61
H 2.586 5.711 -1.487 0.41
H 3.557 5.118 -2.792 0.39
H 3.125 2.871 -3.661 0.20
H 1.603 3.461 -4.360 0.24
H 1.889 1.189 -2.342 0.18
H 1.113 1.140 -3.928 0.19
C 3.643 -2.710 3.568 -0.25
O 3.186 -3.121 2.297 -0.50
C 1.840 -3.360 2.179 0.27
C 1.291 -3.243 0.904 -0.26
C -0.066 -3.399 0.711 -0.17
C -0.922 -3.671 1.793 0.05
C -0.340 -3.886 3.040 -0.21
C 1.025 -3.718 3.241 -0.30
N -2.323 -3.746 1.716 -0.27
N -2.950 -3.324 0.680 -0.12
C -2.676 -2.152 0.038 -0.04
C -3.182 -2.042 -1.263 -0.13
C -2.799 -1.039 -2.121 -0.34
C -1.901 -0.026 -1.740 0.43
O -1.514 0.811 -2.631 -0.64
C -1.491 -0.007 -0.326 0.06
N -0.732 1.025 0.096 -0.41
C -0.432 1.136 1.362 0.04
C -0.860 0.210 2.326 -0.24
C -1.587 -0.872 1.914 -0.18
C -1.912 -1.032 0.551 0.00
H 4.630 -2.279 3.418 0.19
H 3.727 -3.551 4.263 0.16
H 2.978 -1.957 4.000 0.18
H 1.947 -3.009 0.075 0.22
H -0.481 -3.311 -0.284 0.22
H -0.989 -4.147 3.867 0.22
H 1.443 -3.871 4.227 0.21
H -3.835 -2.836 -1.604 0.22
H -3.169 -1.007 -3.138 0.22
H 0.151 2.008 1.645 0.19
H -0.621 0.355 3.372 0.21
H -1.933 -1.598 2.634 0.23
O -2.318 3.282 -1.202 -0.88
Cl -2.303 4.749 -1.474 2.53
O -3.654 5.240 -1.517 -0.84
O -1.547 5.404 -0.439 -0.85
O -1.689 4.968 -2.761 -0.86
```



[2]
Density functional theory data (the ωB97M-V functional and the def2-TZVPD basis) for an isolated molecule of C19H18ClNO4.

## Properties
- Orbital gap: 9.325 eV
- Spin multiplicity: 1
- HOMO: -9.2 eV
- Energy above the lowest of the compared OMol25 structures with the same formula, charge and spin: 0.00 kcal per mole
- Net charge: 0
- LUMO level: 0.2 eV

```
43
Properties=species:S:1:pos:R:3:nbo_charge:R:1
C -4.745 -2.225 0.362 -0.71
C -3.300 -1.848 0.148 0.70
O -2.366 -2.597 0.336 -0.63
N -3.128 -0.581 -0.323 -0.62
C -1.808 -0.006 -0.378 -0.16
C -1.530 0.737 -1.695 -0.43
C -0.056 0.985 -1.864 0.09
C 0.469 2.268 -1.815 -0.23
C 1.833 2.476 -1.922 -0.21
C 2.688 1.401 -2.086 -0.23
C 2.172 0.118 -2.153 -0.19
C 0.810 -0.088 -2.041 -0.26
C -1.570 0.858 0.855 0.80
O -2.368 0.998 1.745 -0.60
O -0.348 1.384 0.841 -0.51
C 0.149 1.984 2.028 -0.19
C 1.568 1.482 2.296 0.56
O 2.376 2.179 2.859 -0.51
C 1.872 0.137 1.762 -0.17
C 3.132 -0.076 1.203 -0.14
C 3.442 -1.282 0.609 -0.24
C 2.488 -2.290 0.578 -0.03
Cl 2.855 -3.782 -0.201 0.02
C 1.245 -2.113 1.169 -0.19
C 0.944 -0.904 1.763 -0.18
H -5.336 -1.989 -0.519 0.23
H -5.139 -1.666 1.209 0.24
H -4.815 -3.287 0.576 0.24
H -3.906 0.059 -0.284 0.40
H -1.112 -0.854 -0.296 0.27
H -1.896 0.107 -2.509 0.23
H -2.082 1.679 -1.714 0.21
H -0.194 3.112 -1.687 0.20
H 2.228 3.480 -1.874 0.21
H 3.752 1.563 -2.167 0.21
H 2.832 -0.725 -2.295 0.22
H 0.415 -1.092 -2.093 0.21
H 0.172 3.072 1.911 0.22
H -0.508 1.739 2.873 0.24
H 3.853 0.726 1.226 0.23
H 4.413 -1.444 0.167 0.23
H 0.513 -2.906 1.153 0.24
H -0.012 -0.791 2.251 0.22
```



[3]
Density functional theory data (the ωB97M-V functional and the def2-TZVPD basis) for an isolated molecule of C19H18ClNO4S at a distorted geometry.

## Properties
- Orbital gap: 8.843 eV
- Spin multiplicity: 1
- HOMO: -8.5 eV
- Net charge: 0
- LUMO level: 0.4 eV

```
44
Properties=species:S:1:pos:R:3:nbo_charge:R:1
O -3.115 2.297 -5.793 -0.93
S -2.235 2.272 -4.635 2.29
O -2.984 1.898 -3.441 -0.92
O -1.684 3.835 -4.465 -0.87
C -0.725 1.267 -4.940 -0.40
C -0.136 1.163 -6.167 0.04
N 0.975 0.368 -6.053 -0.51
C 1.101 -0.057 -4.736 0.11
C 2.081 -0.803 -4.078 -0.24
C 2.009 -1.079 -2.740 -0.04
Cl 3.220 -2.191 -2.111 0.01
C 0.930 -0.556 -1.981 0.02
C 0.851 -0.676 -0.522 -0.09
C -0.384 -1.018 0.046 -0.20
C -0.565 -0.996 1.418 -0.17
C 0.501 -0.652 2.274 0.00
C 0.292 -0.425 3.764 -0.24
C -0.018 -1.772 4.398 -0.42
C -0.465 -1.631 5.871 -0.06
O -1.454 -0.642 6.033 -0.53
C -0.989 0.639 5.559 -0.07
C -0.800 0.580 4.049 -0.42
C 1.760 -0.447 1.706 -0.21
C 1.946 -0.436 0.318 -0.19
C -0.066 0.186 -2.638 -0.21
C 0.063 0.492 -3.986 -0.01
H -2.488 4.330 -4.225 0.50
H -0.475 1.619 -7.086 0.25
H 1.620 0.125 -6.805 0.43
H 2.900 -1.155 -4.688 0.23
H -1.287 -1.159 -0.574 0.22
H -1.554 -1.186 1.852 0.21
H 1.185 0.010 4.203 0.20
H -0.816 -2.300 3.898 0.21
H 0.904 -2.355 4.402 0.21
H -0.908 -2.558 6.187 0.19
H 0.393 -1.429 6.502 0.15
H -0.065 0.961 6.058 0.16
H -1.742 1.376 5.846 0.20
H -0.567 1.586 3.610 0.22
H -1.742 0.261 3.596 0.21
H 2.572 -0.178 2.362 0.21
H 2.871 -0.171 -0.163 0.22
H -0.913 0.608 -2.124 0.24
```



[4]
Density functional theory data (the ωB97M-V functional and the def2-TZVPD basis) for a structure of composition C19H18CoN6O7.

## Properties
- Orbital gap (alpha / beta): 8.900 / 9.073 eV
- Spin multiplicity: 4
- HOMO (alpha / beta): -8.7 / -8.9 eV
- Energy above the lowest of the compared OMol25 structures with the same formula, charge and spin: 0.00 kcal per mole
- Net charge: 0
- LUMO level (alpha / beta): 0.2 / 0.1 eV

```
51
Properties=species:S:1:pos:R:3:lowdin_spin:R:1
Co 0.384 0.034 0.192 2.72
O 4.282 -0.482 1.219 0.02
C 3.125 -0.105 1.039 0.01
N 2.273 -0.491 0.084 0.06
C 2.590 -1.687 -0.638 0.01
C 1.397 -2.618 -0.609 0.00
C 1.453 -3.876 -1.206 0.00
C 0.354 -4.712 -1.125 0.00
C -0.778 -4.274 -0.447 0.00
C -0.767 -3.006 0.102 0.00
N 0.288 -2.190 0.010 0.03
C 2.505 0.885 2.004 0.00
C 3.303 1.588 2.894 0.00
C 2.696 2.444 3.795 0.00
C 1.312 2.564 3.778 0.00
C 0.597 1.825 2.855 0.00
N 1.173 0.999 1.987 0.04
H 3.444 -2.205 -0.186 0.00
H 2.872 -1.492 -1.680 0.00
H 2.360 -4.185 -1.710 0.00
H 0.380 -5.697 -1.574 0.00
H -1.653 -4.902 -0.345 0.00
H -1.618 -2.611 0.643 0.00
H 4.371 1.431 2.852 0.00
H 3.287 3.011 4.503 0.00
H 0.795 3.220 4.464 0.00
H -0.483 1.901 2.797 0.00
O -1.212 3.204 -4.486 0.00
C -1.073 1.949 -4.866 0.00
O -1.129 1.605 -6.022 0.00
C -0.745 0.953 -3.805 0.00
C -0.568 -0.389 -4.062 0.00
N -0.315 -0.985 -2.885 0.00
N -0.309 -0.112 -1.874 0.03
C -0.560 1.069 -2.412 0.00
C -0.601 2.244 -1.466 0.00
O -0.913 3.352 -1.911 0.01
O -0.318 1.955 -0.260 0.04
H -1.098 3.319 -3.496 0.00
H -0.620 -0.927 -4.994 0.00
H -0.151 -1.961 -2.696 0.00
N -3.269 2.084 1.665 0.00
C -3.531 0.857 2.399 0.00
C -2.504 -0.217 2.040 0.00
O -2.438 -1.292 2.564 0.00
O -1.708 0.150 1.024 0.02
H -4.093 2.486 1.245 0.00
H -1.945 1.086 0.784 0.00
H -2.802 2.794 2.209 0.00
H -4.502 0.447 2.122 0.00
H -3.534 0.960 3.485 0.00
```



[5]
Density functional theory data (the ωB97M-V functional and the def2-TZVPD basis) for a structure of composition C19H18I2N3O4PTeTl at a distorted geometry.

## Properties
- Orbital gap: 3.655 eV
- Spin multiplicity: 1
- HOMO: -8.9 eV
- Energy above the lowest of the compared OMol25 structures with the same formula, charge and spin: 19.71 kcal per mole
- Net charge: +1
- LUMO level: -5.3 eV

```
49
Properties=species:S:1:pos:R:3:nbo_charge:R:1
Tl -1.703 0.911 0.252 0.85
I 1.495 0.114 4.720 0.13
C 0.029 -1.196 4.003 -0.28
C -0.260 -2.387 4.658 -0.22
C -1.232 -3.234 4.178 -0.22
I -1.613 -5.002 5.248 0.14
C -1.970 -2.900 3.019 -0.03
C -2.983 -3.699 2.448 -0.14
C -3.676 -3.253 1.354 -0.27
C -3.351 -2.004 0.810 0.04
N -2.384 -1.251 1.287 -0.54
C -1.689 -1.668 2.370 0.04
C -0.647 -0.775 2.841 0.43
O -0.394 0.309 2.236 -0.85
H 0.287 -2.647 5.554 0.24
H -3.210 -4.661 2.886 0.24
H -4.466 -3.845 0.913 0.23
H -3.901 -1.603 -0.036 0.19
N 3.884 0.695 -1.203 -0.51
C 3.519 1.610 -0.588 0.61
C 3.089 2.707 0.143 -0.31
C 3.427 4.038 -0.161 -0.08
C 2.809 5.046 0.538 -0.26
C 1.854 4.707 1.495 0.13
N 1.558 3.448 1.811 -0.38
C 2.183 2.464 1.204 0.15
H 4.158 4.255 -0.928 0.24
H 3.045 6.080 0.335 0.25
H 1.312 5.473 2.036 0.22
H 1.966 1.449 1.533 0.26
C -1.266 -3.102 -2.167 -0.64
C -1.081 -1.907 -3.078 -0.06
O 0.305 -1.446 -3.080 -0.85
P 0.830 -0.449 -1.974 2.11
O 0.415 -0.681 -0.587 -1.08
Te 3.187 -0.725 -2.591 0.59
O 0.333 1.018 -2.370 -0.83
C 0.521 1.589 -3.685 -0.07
C 0.350 3.088 -3.586 -0.62
H -2.291 -3.461 -2.244 0.23
H -1.057 -2.828 -1.133 0.24
H -0.588 -3.904 -2.458 0.23
H -1.737 -1.085 -2.782 0.19
H -1.281 -2.166 -4.116 0.21
H -0.215 1.156 -4.364 0.20
H 1.521 1.337 -4.051 0.18
H -0.642 3.333 -3.210 0.23
H 0.469 3.536 -4.571 0.23
H 1.091 3.515 -2.910 0.21
```



[6]
Density functional theory data (the ωB97M-V functional and the def2-TZVPD basis) for an isolated molecule of C19H18N2O3.

## Properties
- Orbital gap: 8.598 eV
- Spin multiplicity: 1
- HOMO: -8.5 eV
- Energy above the lowest of the compared OMol25 structures with the same formula, charge and spin: 20.98 kcal per mole
- Net charge: 0
- LUMO level: 0.1 eV

```
42
Properties=species:S:1:pos:R:3:nbo_charge:R:1
C -1.570 1.006 -4.823 -0.25
O -2.478 0.582 -3.836 -0.51
C -2.353 1.090 -2.576 0.37
C -3.300 0.656 -1.647 -0.28
C -3.251 1.094 -0.342 -0.20
C -2.254 1.969 0.083 -0.05
C -2.160 2.409 1.516 -0.44
C -1.952 1.227 2.478 -0.21
N -0.878 0.351 2.055 -0.61
C 0.415 0.747 2.053 0.66
O 0.779 1.844 2.416 -0.61
C 1.379 -0.334 1.642 -0.05
C 2.390 -0.619 2.494 -0.25
C 3.355 -1.674 2.242 0.62
O 4.269 -1.994 2.976 -0.60
N 3.149 -2.349 1.053 -0.56
C 2.173 -2.077 0.137 0.20
C 2.090 -2.811 -1.050 -0.24
C 1.111 -2.523 -1.974 -0.18
C 0.207 -1.490 -1.738 -0.26
C 0.276 -0.761 -0.573 -0.12
C 1.245 -1.047 0.397 -0.14
C -1.323 2.401 -0.849 -0.19
C -1.366 1.978 -2.168 -0.33
H -0.540 0.734 -4.568 0.18
H -1.863 0.489 -5.735 0.20
H -1.629 2.087 -4.986 0.18
H -4.067 -0.027 -1.979 0.22
H -3.999 0.752 0.358 0.21
H -3.072 2.932 1.814 0.22
H -1.318 3.093 1.628 0.24
H -1.705 1.626 3.467 0.22
H -2.858 0.626 2.554 0.20
H -1.116 -0.559 1.700 0.41
H 2.507 -0.069 3.415 0.24
H 3.807 -3.093 0.850 0.41
H 2.804 -3.600 -1.233 0.21
H 1.050 -3.094 -2.888 0.22
H -0.552 -1.260 -2.469 0.22
H -0.411 0.055 -0.415 0.22
H -0.538 3.077 -0.541 0.22
H -0.620 2.340 -2.858 0.22
```



[7]
Density functional theory data (the ωB97M-V functional and the def2-TZVPD basis) for an isolated molecule of C19H18N2O4S at a distorted geometry.

## Properties
- Orbital gap: 8.932 eV
- Spin multiplicity: 1
- HOMO: -8.8 eV
- Energy above the lowest of the compared OMol25 structures with the same formula, charge and spin: 67.70 kcal per mole
- Net charge: 0
- LUMO level: 0.2 eV

```
44
Properties=species:S:1:pos:R:3:nbo_charge:R:1
O -1.281 -2.319 -0.094 -0.62
C -1.167 -1.124 -0.285 0.64
N -2.094 -0.389 -0.939 -0.60
C -3.349 -0.950 -1.392 -0.27
C -4.529 -0.300 -0.719 0.05
C -5.624 0.128 -1.457 -0.24
C -6.704 0.723 -0.828 -0.20
C -6.695 0.904 0.544 -0.22
C -5.605 0.481 1.287 -0.19
C -4.530 -0.120 0.659 -0.24
C 0.030 -0.357 0.183 -0.05
C 0.566 0.705 -0.539 -0.23
C 1.713 1.336 -0.088 -0.17
C 2.306 0.908 1.082 -0.32
S 3.801 1.700 1.654 2.30
O 4.318 2.544 0.613 -0.94
O 3.568 2.273 2.947 -0.93
N 4.811 0.382 1.907 -0.86
C 5.542 -0.065 0.733 -0.27
C 4.573 -0.527 -0.302 0.25
C 4.280 -0.037 -1.540 -0.29
C 3.249 -0.860 -2.056 -0.32
C 2.995 -1.786 -1.094 0.10
O 3.793 -1.595 -0.031 -0.40
C 1.785 -0.138 1.817 -0.17
C 0.650 -0.780 1.357 -0.19
H -2.001 0.614 -0.974 0.40
H -3.308 -2.017 -1.147 0.25
H -3.428 -0.843 -2.480 0.20
H -5.633 -0.010 -2.529 0.21
H -7.551 1.050 -1.412 0.21
H -7.536 1.372 1.034 0.21
H -5.595 0.617 2.358 0.21
H -3.682 -0.458 1.239 0.22
H 0.119 1.018 -1.471 0.22
H 2.169 2.147 -0.633 0.25
H 5.395 0.547 2.714 0.41
H 6.193 -0.890 1.037 0.22
H 6.144 0.744 0.302 0.22
H 4.736 0.807 -2.014 0.24
H 2.772 -0.773 -3.010 0.23
H 2.294 -2.596 -1.043 0.21
H 2.283 -0.444 2.722 0.24
H 0.230 -1.621 1.889 0.24
```



[8]
Density functional theory data (the ωB97M-V functional and the def2-TZVPD basis) for a structure of composition C19H18N4O at a distorted geometry.

## Properties
- Orbital gap: 7.962 eV
- Spin multiplicity: 1
- HOMO: -8.4 eV
- Energy above the lowest of the compared OMol25 structures with the same formula, charge and spin: 379.74 kcal per mole
- Net charge: 0
- LUMO level: -0.5 eV

```
42
Properties=species:S:1:pos:R:3:nbo_charge:R:1
C 2.416 3.174 -0.106 -0.63
C 1.834 1.835 -0.359 0.24
N 0.600 1.702 -0.194 -0.23
N -0.385 2.478 0.248 -0.42
C -1.720 1.988 0.381 0.64
O -2.574 2.907 1.010 -0.64
C -2.201 0.640 0.334 0.00
C -3.167 0.614 -0.840 -0.22
C -3.511 -0.679 -1.277 0.18
N -2.730 -1.801 -0.835 -0.37
C -1.824 -1.422 0.080 0.18
C -1.136 -2.675 0.320 -0.15
C 0.011 -2.867 1.211 -0.17
C 0.332 -1.374 1.984 0.11
C -0.407 -0.352 1.489 -0.27
C -1.481 -0.404 0.765 -0.17
H -0.144 0.436 2.167 0.22
C 1.390 -1.476 3.024 -0.58
H 1.388 -2.072 3.648 0.17
H 1.464 -0.400 3.536 0.19
H 2.328 -1.635 2.352 0.23
H 0.439 -3.470 1.742 0.16
H -1.313 -3.594 0.021 0.21
C -4.653 -0.855 -1.964 -0.68
H -5.525 -0.402 -1.929 0.25
H -4.584 -1.934 -2.405 0.24
H -4.417 -0.507 -3.046 0.25
H -3.665 1.607 -1.112 0.25
H -0.262 3.441 0.594 0.39
C 2.507 0.622 -0.636 -0.17
C 1.853 -0.401 -1.183 -0.17
C 2.581 -1.656 -1.514 0.02
N 3.961 -1.618 -1.236 -0.41
C 4.508 -0.678 -0.884 0.07
C 3.829 0.563 -0.571 -0.15
H 4.459 1.692 -0.199 0.20
H 5.634 -0.605 -0.938 0.16
H 2.154 -2.537 -1.445 0.19
H 0.754 -0.488 -1.233 0.24
H 2.677 3.389 0.904 0.22
H 1.746 3.918 -0.177 0.21
H 3.026 3.350 -0.681 0.19
```